(1)
DFT (ωB97M-V with the def2-TZVPD basis set) results for a molecular structure, C20H28BF3O2S2 at a distorted geometry.

The calculation puts the orbital gap at 7.259 eV. The energy above the lowest of the compared OMol25 structures with the same formula, charge and spin is 0.0000 eV. The LUMO energy comes out at -1.08 eV. The calculation puts the electronic energy at -2050.1267 Eh. The maximum force is 5.20 eV/A. As for the HOMO energy: -8.335 eV.

Structure (ORCA input):
```
! RIJCOSX wB97M-V def2-TZVPD def2/J DEFGRID3
* xyz 0 1
C -3.998 2.449 0.804
H 2.234 1.895 -0.690
H -3.870 0.034 2.036
H -3.451 -1.276 -1.792
F 6.901 -0.611 1.303
H -2.576 1.148 2.535
H -5.495 0.846 -0.980
H 2.427 -1.089 2.572
C 2.972 -2.644 -0.425
C 2.262 -2.158 0.700
C -2.904 0.467 1.742
H -4.758 0.432 -2.539
H -0.222 2.994 -2.448
C 6.280 -0.859 0.099
H -1.237 3.934 -1.304
C -4.655 1.063 -1.639
H 4.785 -2.338 -1.596
C -0.534 3.105 -1.399
C 0.606 -3.897 0.868
C -2.989 1.355 0.494
H 1.257 4.132 -0.911
H 0.026 -4.299 1.699
C 0.779 -2.341 0.833
O -1.676 1.866 0.308
F 6.365 0.302 -0.633
H 1.330 -1.111 -0.748
C 4.178 -0.884 1.414
H -4.167 -1.071 -0.181
C 0.575 3.396 -0.422
H -3.691 2.975 1.708
H 4.625 -0.204 2.114
C -3.307 -0.791 -0.814
H 0.260 -1.887 1.716
C 1.481 2.211 0.048
H -4.104 3.127 -0.062
H -1.190 -2.979 0.109
S -0.052 0.241 -1.682
C 0.587 -0.438 -0.318
H 2.539 -3.308 -1.167
H 1.377 -4.542 0.441
C -0.146 -3.109 -0.124
B -1.348 1.772 -1.055
C 2.920 -1.385 1.655
F 7.045 -1.790 -0.561
H 0.199 -3.124 -1.161
H -4.669 2.113 -1.970
H -2.125 -0.307 1.645
O -2.389 1.249 -1.864
C -3.332 0.715 -0.953
H 0.211 3.874 0.519
C 4.867 -1.313 0.276
H -4.981 1.976 0.976
S 0.830 0.737 0.955
H 2.066 2.625 0.896
H -2.370 -1.153 -0.353
C 4.253 -2.127 -0.670
*
```

These are the natural (NBO) partial charges, in e, on atoms 1 to 2: -0.63 0.22



(2)
DFT (ωB97M-V with the def2-TZVPD basis set) results for a molecular structure, C38H57As2CsN6S3Si2.

The calculation puts the orbital gap at 3.501 eV. The energy above the lowest of the compared OMol25 structures with the same formula, charge and spin is 0.7013 eV. The LUMO energy comes out at 2.98 eV. The calculation puts the electronic energy at -8076.0501 Eh. The maximum force is 0.55 eV/A. As for the HOMO energy: -0.518 eV.

Structure (ORCA input):
```
! RIJCOSX wB97M-V def2-TZVPD def2/J DEFGRID3
* xyz -2 1
H 1.884 1.581 -4.048
C 0.427 -5.665 -4.842
N 3.479 -1.693 -2.675
H 0.225 4.889 4.295
C 3.023 -5.897 -0.125
H 1.733 -1.258 -4.300
H -2.411 2.094 -5.474
H 1.298 -6.091 -5.329
C 0.524 -5.208 -3.531
C -2.046 1.212 -4.964
C 2.658 1.181 -6.019
C 1.206 4.558 0.457
H -0.108 5.914 2.895
H -2.266 5.001 1.928
H -2.754 4.306 -3.616
H 2.063 -2.201 2.269
C -1.769 3.831 -3.562
H 2.275 2.110 -6.449
H 0.957 -1.014 4.470
C -1.813 2.514 -2.832
C 3.891 -4.788 0.108
H 2.612 0.402 -6.783
C -1.480 -1.111 -4.976
H 1.807 -2.844 -3.228
H 4.117 -1.717 -1.895
H 1.085 5.646 0.370
C 2.893 -2.947 -3.117
H 3.195 4.732 3.882
H -0.990 2.748 4.957
C -1.860 -5.066 -0.293
H 1.763 -2.248 -0.157
H 1.761 -3.950 2.365
S -2.202 2.355 1.547
C -1.887 -5.040 -4.891
H 3.016 -3.656 -2.298
H 2.002 2.292 6.794
H -4.303 -5.122 2.043
Si 1.422 4.015 2.267
H 3.841 4.604 2.247
N -1.265 0.173 -2.968
H 3.051 -4.389 -4.714
C -0.646 1.734 5.162
As -0.529 -3.848 -1.061
H 4.135 -2.698 0.390
C 3.436 -3.516 0.235
Si 1.143 1.470 4.588
H -0.850 -5.940 -6.549
H -0.927 4.334 3.085
H 1.039 -6.413 -0.736
C 1.688 -5.603 -0.405
C 2.982 4.941 2.831
C 1.843 0.788 -4.796
H 2.606 -0.530 4.849
H -2.320 4.413 -1.350
H -1.312 1.048 4.634
H 2.089 4.268 -0.118
H 4.966 -4.960 0.141
C 3.536 -3.465 -4.398
H -1.338 -6.728 -1.541
H -3.009 -8.261 -0.582
C 2.194 2.553 5.747
H -1.569 5.516 0.517
H -2.836 -4.978 -5.411
H -1.380 -2.076 -5.454
C 3.267 -0.487 -3.224
Cs -1.067 -0.440 0.054
C 1.172 -4.320 -0.364
C -2.930 -7.244 -0.215
H -1.397 3.709 -4.576
H 1.362 -0.500 6.115
H 1.466 -5.271 -2.998
C -0.578 -4.662 -2.878
H -0.745 1.545 6.237
S -2.591 -2.967 1.397
H -0.807 -1.825 -3.054
C -2.218 3.611 0.515
C 1.529 -3.039 1.808
C 0.013 4.875 3.224
N 2.308 -0.441 -4.184
C -0.776 -5.582 -5.529
N -2.302 4.942 0.920
H -4.518 -7.434 1.225
H 3.698 1.334 -5.733
H 0.349 4.060 -0.005
C -2.696 -4.582 0.740
C -3.768 -6.779 0.793
H 2.877 6.025 2.706
H 3.255 2.400 5.540
C 1.556 -0.312 5.054
C 1.954 -3.216 0.341
C -1.782 -4.584 -3.585
H -1.088 4.516 -3.050
H 1.979 3.617 5.620
C -1.699 1.254 -3.614
H 3.460 -2.741 -5.213
H -2.657 -4.171 -3.089
N -1.940 2.410 -1.557
H 0.450 -2.868 1.890
H 4.594 -3.671 -4.227
As 1.535 1.731 2.336
H 0.799 0.631 -5.072
N -2.102 3.561 -0.860
C -1.158 -0.973 -3.630
H -2.212 -0.046 -6.694
C -3.651 -5.481 1.255
C -1.939 0.009 -5.647
H 3.407 -6.906 -0.208
S 4.143 0.872 -2.756
C -1.988 -6.375 -0.747
*
```

These are the Mulliken partial charges, in e, on atoms 1 to 2: 0.49 -0.68



(3)
DFT (ωB97M-V with the def2-TZVPD basis set) results for 6 unconnected molecules or ions with the total composition C9H30O9 at a distorted geometry.

The calculation puts the orbital gap at 10.507 eV. As for the SMILES: CC(C)O.OCCO.OCCO.OCCO.O.O. The energy above the lowest of the compared OMol25 structures with the same formula, charge and spin is 0.9140 eV. The LUMO energy comes out at 0.41 eV. The calculation puts the electronic energy at -1037.9299 Eh. The maximum force is 2.16 eV/A. As for the HOMO energy: -10.098 eV.

Structure (ORCA input):
```
! RIJCOSX wB97M-V def2-TZVPD def2/J DEFGRID3
* xyz 0 1
C 1.745 2.065 5.384
C -1.612 7.025 -3.068
H 2.790 2.129 5.082
C -0.575 -2.257 -5.867
H 0.915 -7.527 3.130
H -0.604 6.246 -4.780
O -3.943 1.930 1.502
H -1.731 7.499 -5.228
H -0.116 -6.763 4.297
O 2.062 0.688 7.460
O -2.787 7.739 -2.733
H 1.889 -4.457 1.207
H 2.900 -4.995 2.548
C 0.702 -1.496 -5.415
O -0.313 -3.559 -6.321
H 0.596 -4.544 3.294
H -1.276 -2.344 -5.036
H -3.025 8.468 -3.311
H -0.064 0.982 -0.358
H 1.653 -6.675 4.419
O 0.758 1.344 -0.690
H 0.478 -0.439 -5.270
O 1.497 3.281 6.127
H -1.631 6.052 -2.577
C 2.053 -5.267 1.918
H 1.801 -0.071 5.543
H -1.105 -3.812 -6.800
H 1.182 -3.083 -4.315
H -3.094 5.750 -4.225
C -1.583 6.663 -4.544
C 0.807 -6.626 3.734
H 1.029 2.054 4.562
H 0.387 0.775 6.286
H -0.091 -6.248 1.046
C 1.471 0.754 6.174
O 1.129 -2.130 -4.209
H -4.830 1.579 1.425
H 2.074 -6.226 1.400
O -2.549 5.764 -5.016
H 1.469 3.979 5.469
O -0.301 -5.623 1.743
H 1.073 0.691 -1.314
H -0.721 7.617 -2.855
C 0.762 -5.459 2.725
H 2.084 -0.248 7.669
H -3.846 2.136 2.432
H 1.622 -1.609 -5.988
H -1.129 -1.753 -6.659
*
```

These are the natural (NBO) partial charges, in e, on atoms 1 to 2: -0.08 -0.10